No. 1
Formula: C102H113F28N12O12S6V
Source: OMol25
Level of theory: ωB97M-V/def2-TZVPD

Cartesian coordinates (Å):
1 V -3.57 -0.28 1.03
2 C -7.50 -1.85 1.75
3 F -8.19 -2.84 2.24
4 F -7.04 -2.13 0.51
5 F -8.28 -0.75 1.63
6 S -5.96 -1.44 2.84
7 O -5.96 0.03 2.92
8 O -6.07 -2.09 4.15
9 N -4.55 -1.84 1.76
10 S -4.40 -3.40 2.20
11 O -3.41 -3.53 3.30
12 O -5.64 -4.11 2.35
13 C -3.51 -4.15 0.62
14 F -3.15 -5.42 0.88
15 F -4.32 -4.24 -0.46
16 F -2.42 -3.49 0.22
17 C -0.47 -0.56 -2.16
18 F -0.71 -1.79 -1.83
19 F 0.75 -0.42 -2.69
20 F -1.40 -0.18 -3.04
21 S -0.60 0.55 -0.58
22 O 0.75 0.93 -0.16
23 O -1.50 1.69 -0.96
24 N -1.61 -0.41 0.63
25 S -0.46 -1.23 1.34
26 O -1.11 -2.15 2.25
27 O 0.55 -1.80 0.44
28 C 0.50 0.01 2.58
29 F 0.32 -0.37 3.81
30 F 1.80 0.02 2.29
31 F 0.01 1.27 2.54
32 C -5.17 2.30 -1.92
33 F -4.90 1.16 -2.53
34 F -4.00 2.91 -1.90
35 F -6.04 3.05 -2.59
36 S -5.77 1.79 -0.16
37 O -6.78 2.80 0.19
38 O -6.24 0.40 -0.29
39 N -4.31 1.55 0.82
40 S -3.90 3.09 1.20
41 O -2.50 2.91 1.58
42 O -4.18 4.18 0.30
43 C -4.87 3.38 2.87
44 F -4.28 2.73 3.89
45 F -4.78 4.69 3.11
46 F -6.15 3.10 2.79
47 C -0.77 -6.58 3.84
48 C 0.70 -6.96 4.16
49 C 1.29 -5.80 4.97
50 C 1.25 -4.54 4.21
51 N 1.24 -3.56 3.59
52 H -1.27 -7.45 3.40
53 H -0.85 -5.70 3.21
54 H -1.35 -6.40 4.75
55 H 1.23 -7.10 3.22
56 H 0.88 -7.88 4.72
57 H 2.35 -6.04 5.02
58 H 0.93 -5.58 5.97
59 C 4.33 -0.74 4.56
60 C 3.23 0.04 5.27
61 C 3.53 0.58 6.69
62 C 4.62 1.59 6.80
63 N 5.51 2.35 6.88
64 H 4.01 -1.20 3.62
65 H 4.63 -1.53 5.25
66 H 5.20 -0.09 4.48
67 H 2.44 -0.70 5.38
68 H 2.86 0.89 4.69
69 H 3.72 -0.24 7.39
70 H 2.64 1.09 7.06
71 C 4.63 -3.32 1.59
72 C 5.16 -4.73 1.95
73 C 5.21 -4.99 3.48
74 C 6.12 -4.10 4.23
75 N 6.85 -3.35 4.77
76 H 3.64 -3.23 2.04
77 H 4.55 -3.20 0.51
78 H 5.27 -2.50 1.91
79 H 6.12 -4.94 1.49
80 H 4.51 -5.44 1.46
81 H 5.52 -6.02 3.68
82 H 4.21 -4.85 3.89
83 C -3.45 2.89 -5.42
84 C -2.28 3.52 -4.70
85 C -2.10 5.05 -4.71
86 C -2.16 5.56 -6.10
87 N -2.13 5.94 -7.20
88 H -3.49 3.31 -6.43
89 H -4.37 3.26 -4.97
90 H -3.38 1.81 -5.50
91 H -1.37 3.04 -5.07
92 H -2.35 3.17 -3.67
93 H -1.25 5.46 -4.16
94 H -2.95 5.51 -4.19
95 C 1.50 -1.41 -5.91
96 C 1.93 -1.63 -7.35
97 C 2.73 -2.85 -7.69
98 C 2.36 -4.06 -7.02
99 N 1.98 -5.04 -6.52
100 H 0.71 -2.09 -5.61
101 H 1.17 -0.37 -5.82
102 H 2.36 -1.52 -5.24
103 H 2.58 -0.78 -7.54
104 H 0.99 -1.62 -7.91
105 H 3.76 -2.66 -7.39
106 H 2.73 -3.03 -8.76
107 C -1.32 -2.49 6.16
108 C -2.30 -1.37 6.51
109 C -2.16 -0.02 5.80
110 C -2.53 -0.02 4.38
111 N -2.84 0.05 3.25
112 H -1.44 -2.84 5.14
113 H -1.36 -3.37 6.81
114 H -0.32 -2.09 6.30
115 H -2.22 -1.25 7.59
116 H -3.30 -1.74 6.27
117 H -1.12 0.30 5.77
118 H -2.79 0.71 6.31
119 C -5.37 6.63 -3.30
120 C -4.83 7.19 -1.94
121 C -3.35 6.96 -1.73
122 C -2.53 7.73 -2.68
123 N -1.89 8.33 -3.43
124 H -6.46 6.62 -3.29
125 H -5.05 5.60 -3.46
126 H -4.95 7.19 -4.13
127 H -5.26 6.76 -1.04
128 H -5.08 8.25 -1.90
129 H -3.10 5.91 -1.88
130 H -3.02 7.32 -0.76
131 C -6.92 -2.22 -2.97
132 C -5.77 -3.25 -3.19
133 C -4.42 -2.48 -3.31
134 C -4.18 -1.78 -1.99
135 N -3.92 -1.19 -1.02
136 H -6.71 -1.76 -2.01
137 H -7.88 -2.74 -2.86
138 H -7.00 -1.48 -3.76
139 H -6.09 -3.77 -4.10
140 H -5.77 -4.03 -2.43
141 H -4.47 -1.83 -4.19
142 H -3.60 -3.17 -3.51
143 C -0.27 4.60 -1.08
144 C 0.55 4.44 0.16
145 C 0.29 5.51 1.25
146 C -1.13 5.80 1.54
147 N -2.24 6.02 1.82
148 H 0.17 5.39 -1.69
149 H -1.35 4.71 -0.95
150 H -0.03 3.73 -1.69
151 H 1.59 4.54 -0.15
152 H 0.43 3.48 0.67
153 H 0.83 6.42 1.00
154 H 0.71 5.18 2.20
155 F -4.17 -0.76 -6.20
156 C -3.52 -1.40 -7.19
157 C -2.38 -2.14 -6.91
158 C -1.58 -2.69 -7.92
159 C -1.96 -2.55 -9.28
160 C -3.15 -1.89 -9.56
161 C -3.91 -1.30 -8.56
162 H -2.01 -2.27 -5.90
163 H -0.66 -3.21 -7.71
164 H -1.40 -3.02 -10.08
165 H -3.44 -1.81 -10.60
166 H -4.84 -0.83 -8.81
167 F 5.66 -3.58 -4.02
168 C 4.93 -2.80 -3.22
169 C 5.21 -1.44 -3.11
170 C 4.44 -0.64 -2.25
171 C 3.39 -1.26 -1.55
172 C 3.07 -2.56 -1.75
173 C 3.90 -3.40 -2.49
174 H 6.08 -1.05 -3.61
175 H 4.60 0.40 -2.04
176 H 2.80 -0.69 -0.85
177 H 2.26 -3.04 -1.22
178 H 3.79 -4.47 -2.55
179 F 1.21 0.27 8.39
180 C 0.52 -0.51 9.33
181 C -0.51 0.02 10.08
182 C -1.29 -0.76 10.89
183 C -1.07 -2.12 10.97
184 C -0.01 -2.70 10.23
185 C 0.76 -1.87 9.46
186 H -0.71 1.07 9.96
187 H -2.13 -0.35 11.43
188 H -1.68 -2.64 11.69
189 H 0.24 -3.75 10.30
190 H 1.46 -2.39 8.82
191 F 7.71 3.95 -0.09
192 C 6.82 3.01 0.24
193 C 5.44 3.34 0.11
194 C 4.48 2.43 0.60
195 C 4.86 1.16 1.01
196 C 6.19 0.78 1.08
197 C 7.19 1.71 0.66
198 H 5.14 4.30 -0.28
199 H 3.43 2.68 0.53
200 H 4.11 0.43 1.29
201 H 6.52 -0.17 1.47
202 H 8.25 1.51 0.69
203 F 2.44 -7.55 -3.08
204 C 1.77 -6.80 -2.12
205 C 2.30 -6.94 -0.82
206 C 1.86 -6.14 0.24
207 C 0.95 -5.09 -0.09
208 C 0.36 -4.99 -1.34
209 C 0.82 -5.83 -2.35
210 H 3.09 -7.67 -0.70
211 H 2.38 -6.30 1.17
212 H 0.51 -4.36 0.57
213 H -0.42 -4.29 -1.58
214 H 0.51 -5.74 -3.39
215 F 1.05 6.70 -5.46
216 C 1.38 5.43 -5.14
217 C 1.27 4.43 -6.13
218 C 1.66 3.09 -5.80
219 C 1.94 2.80 -4.47
220 C 2.07 3.80 -3.49
221 C 1.74 5.12 -3.84
222 H 0.95 4.66 -7.13
223 H 1.68 2.26 -6.49
224 H 2.26 1.80 -4.20
225 H 2.34 3.57 -2.47
226 H 1.78 5.83 -3.03
227 F 2.45 3.34 4.28
228 C 3.03 4.52 4.64
229 C 3.12 5.53 3.72
230 C 3.50 6.84 4.12
231 C 3.99 6.98 5.42
232 C 3.93 5.98 6.34
233 C 3.40 4.76 5.97
234 H 2.84 5.41 2.68
235 H 3.55 7.65 3.41
236 H 4.28 7.96 5.78
237 H 4.32 6.24 7.32
238 H 3.27 3.90 6.61
239 F -4.23 4.53 7.61
240 C -3.18 4.34 6.87
241 C -2.96 5.11 5.77
242 C -1.79 4.96 5.02
243 C -0.87 4.01 5.45
244 C -1.08 3.19 6.56
245 C -2.31 3.34 7.21
246 H -3.72 5.86 5.58
247 H -1.66 5.63 4.19
248 H 0.02 4.01 4.84
249 H -0.34 2.43 6.80
250 H -2.39 2.74 8.11
251 F -1.66 -4.57 -3.96
252 C -2.23 -5.66 -4.56
253 C -1.58 -6.00 -5.76
254 C -1.96 -7.15 -6.41
255 C -3.01 -7.93 -5.90
256 C -3.68 -7.57 -4.72
257 C -3.23 -6.43 -4.08
258 H -0.67 -5.47 -6.00
259 H -1.41 -7.50 -7.27
260 H -3.28 -8.83 -6.42
261 H -4.37 -8.24 -4.23
262 H -3.67 -6.12 -3.15
263 F 7.64 3.35 -7.18
264 C 7.52 2.87 -5.93
265 C 6.32 2.29 -5.58
266 C 6.10 1.93 -4.28
267 C 7.15 2.01 -3.34
268 C 8.41 2.53 -3.67
269 C 8.57 2.96 -5.01
270 H 5.56 2.15 -6.33
271 H 5.19 1.55 -3.83
272 H 6.84 1.88 -2.32
273 H 9.17 2.73 -2.93
274 H 9.53 3.34 -5.30

The frontier orbital gap (alpha / beta) is 6.3 / 7.0 eV. Its expectation value of S² is 2.01. Its HOMO energy (alpha / beta) is -9.14 / -9.14 eV. As for the LUMO energy (alpha / beta): -2.9 / -2.1 eV. Its multiplicity is 3.



No. 2
Formula: C4H3I
Source: OMol25
Level of theory: ωB97M-V/def2-TZVPD

Cartesian coordinates (Å):
1 C -0.78 1.12 0.64
2 C -0.75 0.07 -1.20
3 C 0.33 0.43 0.26
4 C -0.05 -0.97 -0.35
5 I 1.55 -2.01 -1.42
6 H -1.28 2.04 1.07
7 H 1.30 0.84 0.39
8 H -0.31 -1.52 0.61

The frontier orbital gap (alpha / beta) is 7.9 / 7.9 eV. Its HOMO energy (alpha / beta) is -8.74 / -8.71 eV. The value obtained for the energy above the lowest of the compared OMol25 structures with the same formula, charge and spin is 496.1 kJ/mol. As for the LUMO energy (alpha / beta): -0.9 / -0.9 eV. Its multiplicity is 1.



No. 3
Formula: C3H23AgCl2O11
Source: OMol25
Level of theory: ωB97M-V/def2-TZVPD

Cartesian coordinates (Å):
1 Ag 1.73 -2.43 1.21
2 C 0.13 1.16 -0.19
3 C 0.82 -0.08 0.27
4 O 1.19 -1.00 -0.51
5 O 0.94 -0.37 1.50
6 H -0.76 0.87 -0.75
7 H 0.76 1.58 -0.99
8 H 0.02 1.92 0.57
9 O 1.20 -0.16 -3.20
10 H 1.04 -0.51 -2.31
11 H 0.33 -0.17 -3.63
12 O -1.29 -2.91 -2.01
13 H -1.42 -2.07 -2.47
14 H -1.16 -2.67 -1.09
15 O -3.66 -0.63 -0.52
16 H -3.67 0.29 -0.81
17 H -2.91 -0.69 0.10
18 O 1.47 -2.25 3.63
19 H 0.77 -1.65 3.91
20 H 1.95 -2.47 4.44
21 O -2.70 1.97 1.40
22 H -1.99 1.83 2.06
23 H -3.50 1.65 1.82
24 O -3.08 3.40 -1.07
25 H -2.14 3.57 -0.99
26 H -3.27 2.75 -0.38
27 O -2.06 -1.54 1.63
28 H -1.29 -2.07 1.38
29 H -1.92 -1.31 2.55
30 O -0.66 1.39 3.31
31 H -1.07 0.67 3.82
32 H -0.15 0.95 2.60
33 O 2.68 -3.37 -0.77
34 H 2.29 -2.91 -1.53
35 H 2.90 -4.25 -1.10
36 C 3.56 2.24 -2.33
37 Cl 4.90 2.13 -1.18
38 Cl 3.92 3.28 -3.73
39 H 3.42 1.29 -2.82
40 H 2.69 2.58 -1.80

The frontier orbital gap (alpha / beta) is 8.2 / 4.2 eV. The total charge is +1. Its expectation value of S² is 0.76. Its HOMO energy (alpha / beta) is -13.08 / -13.08 eV. As for the LUMO energy (alpha / beta): -4.9 / -8.9 eV. Its multiplicity is 2.



No. 4
Formula: C4H11NO3
Source: OMol25
Level of theory: ωB97M-V/def2-TZVPD

Cartesian coordinates (Å):
1 O -2.09 1.96 0.57
2 O -4.56 1.64 3.91
3 C -1.74 1.16 1.45
4 N -0.73 0.24 1.27
5 C 0.00 0.00 0.00
6 C -3.96 1.72 2.59
7 C -2.52 1.28 2.77
8 H -5.48 1.96 4.02
9 H -0.62 -0.47 2.00
10 H 0.67 -0.85 0.19
11 H 0.61 0.89 -0.21
12 H -0.61 -0.22 -0.89
13 H -4.02 2.79 2.31
14 H -4.44 1.13 1.78
15 H -2.56 0.27 3.22
16 H -2.00 1.95 3.48
17 O -6.94 2.38 4.58
18 H -6.72 3.00 5.30
19 H -7.90 2.53 4.40

The frontier orbital gap is 9.7 eV. Its HOMO energy is -9.29 eV. The value obtained for the energy above the lowest of the compared OMol25 structures with the same formula, charge and spin is 131.4 kJ/mol. As for the LUMO energy: 0.4 eV. Its multiplicity is 1. As for the SMILES: CNC(=O)CCO.O.



No. 5
Formula: C2H2O5Rb
Source: OMol25
Level of theory: ωB97M-V/def2-TZVPD

Cartesian coordinates (Å):
1 C -1.63 0.85 -0.34
2 O -0.89 1.82 -0.05
3 O -2.80 0.85 -0.75
4 C -1.03 -0.60 0.05
5 O -1.61 -1.64 -0.13
6 Rb 1.83 2.01 0.89
7 O -0.05 -0.48 0.96
8 H 0.21 -1.36 1.28
9 O 3.12 -0.47 -0.57
10 H 2.86 -0.99 -1.35

The frontier orbital gap (alpha / beta) is 7.2 / 4.7 eV. Its expectation value of S² is 0.75. Its HOMO energy (alpha / beta) is -8.19 / -8.19 eV. The value obtained for the energy above the lowest of the compared OMol25 structures with the same formula, charge and spin is 0.0 kJ/mol. As for the LUMO energy (alpha / beta): -1.0 / -3.5 eV. Its multiplicity is 2.



No. 6
Formula: CH14N2O4
Source: OMol25
Level of theory: ωB97M-V/def2-TZVPD

Cartesian coordinates (Å):
1 N 1.19 2.55 -0.90
2 C 1.24 1.12 -1.32
3 N 0.00 0.38 -1.03
4 H 0.39 2.91 -1.40
5 H 1.08 2.50 0.10
6 H 1.45 1.09 -2.39
7 H 2.04 0.68 -0.73
8 H -0.22 0.52 -0.04
9 H -0.77 0.88 -1.46
10 H -2.85 -2.19 -0.24
11 H -1.46 -2.13 -0.72
12 O -1.97 -2.07 0.10
13 H 0.47 -2.52 -2.83
14 H 0.32 -1.64 -1.62
15 O 0.20 -2.56 -1.94
16 H -1.06 -1.24 2.95
17 H -1.92 -0.55 1.95
18 O -1.24 -0.35 2.60
19 H 0.21 1.14 1.97
20 H 1.15 1.71 2.98
21 O 1.12 1.45 2.05

The frontier orbital gap is 9.8 eV. Its HOMO energy is -9.15 eV. The value obtained for the energy above the lowest of the compared OMol25 structures with the same formula, charge and spin is 44.4 kJ/mol. As for the LUMO energy: 0.6 eV. Its multiplicity is 1. As for the SMILES: NCN.O.O.O.O.